1.
23
Properties=species:S:1:pos:R:3:lowdin_charge:R:1 method="wB97M-V/def2-TZVPD" energy_ev=-10566.1174 gap_ev=9.65 smiles="C/C=C(/C(C)=O)C(C)C"
C 1.1301 -1.8341 1.2478 -0.117
C 1.0363 -1.1406 -0.1146 -0.084
C 0.0879 -0.1761 -0.1802 -0.184
C 0.3148 0.4680 -1.5741 -0.388
C -0.5009 1.6655 -1.7810 -0.038
O 0.8316 -0.1437 -2.5259 0.030
C -0.7821 0.3983 0.8052 -0.437
C -1.7450 -0.5530 1.5011 -0.058
C 0.0493 1.1112 1.7555 -0.094
H 0.9797 -0.9291 2.0874 0.089
H 0.1867 -2.6737 1.3069 0.120
H 2.1290 -2.6381 1.3590 0.125
H 1.7928 -1.2475 -0.8552 0.099
H -0.4059 2.1093 -0.8391 0.031
H -1.5988 1.3720 -1.9515 0.129
H -0.3737 2.3979 -2.7026 0.135
H -1.4374 1.2180 0.3254 0.153
H -2.4097 0.0760 2.0459 0.059
H -1.3843 -1.3188 2.3520 0.129
H -2.3692 -1.0112 0.7501 0.079
H 0.5192 2.0414 1.4536 0.108
H -0.5445 1.4773 2.4233 0.022
H 0.7208 0.6410 2.4928 0.095

2.
47
Properties=species:S:1:pos:R:3:lowdin_charge:R:1 method="wB97M-V/def2-TZVPD" energy_ev=-30683.9381 gap_ev=8.23 smiles="CCOc1ccc(NC(=O)Nc2ccc(Cc3ccncc3)cc2)cc1"
C -8.0055 -1.4620 -1.3127 -0.065
C -7.8212 -1.6099 0.1952 -0.252
O -7.3118 -0.4394 0.8001 -0.057
C -5.9912 -0.1272 0.6660 -0.275
C -5.6096 1.1020 1.2067 -0.004
C -4.2987 1.5184 1.1495 -0.028
C -3.3248 0.7205 0.5497 -0.231
N -2.0105 1.2060 0.5201 0.125
C -0.8912 0.6060 -0.0055 -0.497
O -0.8826 -0.4788 -0.5401 0.076
N 0.2247 1.4023 0.1526 0.127
C 1.5378 1.1467 -0.2496 -0.224
C 1.9358 -0.0450 -0.8478 0.001
C 3.2550 -0.2221 -1.2165 -0.022
C 4.2051 0.7692 -1.0088 -0.233
C 5.6481 0.5392 -1.3820 -0.107
C 6.3109 -0.2356 -0.2760 -0.219
C 6.7602 0.4025 0.8750 -0.020
C 7.3256 -0.3576 1.8847 -0.149
N 7.4633 -1.6711 1.8202 0.049
C 7.0347 -2.2799 0.7283 -0.149
C 6.4548 -1.6162 -0.3408 -0.023
C 3.8026 1.9534 -0.4069 -0.041
C 2.4873 2.1433 -0.0329 -0.026
C -3.7006 -0.5035 0.0138 -0.004
C -5.0187 -0.9222 0.0706 -0.014
H -8.6603 -0.6197 -1.5221 0.079
H -7.0522 -1.2862 -1.8051 0.067
H -8.4516 -2.3663 -1.7178 0.076
H -8.7935 -1.7588 0.6738 0.122
H -7.1878 -2.4748 0.4281 0.115
H -6.3651 1.7152 1.6716 0.118
H -4.0249 2.4745 1.5745 0.109
H -1.9035 2.1123 0.9531 0.137
H 0.1009 2.3024 0.5942 0.137
H 1.2101 -0.8208 -1.0211 0.099
H 3.5486 -1.1530 -1.6789 0.115
H 5.7053 -0.0248 -2.3144 0.120
H 6.1530 1.4976 -1.5158 0.120
H 6.6716 1.4732 0.9802 0.109
H 7.6893 0.1052 2.7933 0.103
H 7.1652 -3.3543 0.7117 0.103
H 6.1260 -2.1651 -1.2105 0.108
H 4.5207 2.7422 -0.2338 0.111
H 2.1915 3.0748 0.4314 0.108
H -2.9587 -1.1306 -0.4501 0.100
H -5.2642 -1.8819 -0.3553 0.106

3.
23
Properties=species:S:1:pos:R:3:lowdin_charge:R:1 method="wB97M-V/def2-TZVPD" energy_ev=-14630.1915 gap_ev=8.00
C 1.3208 0.7450 0.1244 -0.074
C 2.4684 1.4874 0.5387 -0.404
C 3.0940 -0.5558 -0.1953 -0.342
C 3.7831 -1.7752 -0.5843 0.051
C -2.4322 1.0726 -1.1351 -0.131
C -0.5959 0.3297 1.6725 -0.060
C -1.0867 0.4075 -0.9920 -0.237
C -0.3159 0.8947 0.2706 -0.265
O 2.5838 2.6327 0.9533 0.041
O 1.7762 -0.5420 -0.3444 0.113
O 3.5745 0.5374 0.3293 0.185
H 3.9863 -2.3567 0.2466 0.074
H 4.6997 -1.6667 -1.1604 0.109
H 2.9874 -2.3350 -1.0784 0.110
H -2.6750 1.8087 -1.8969 0.055
H -2.8228 1.6089 -0.1784 0.106
H -3.1079 0.2635 -1.5529 0.082
H -1.3335 0.9078 2.2455 0.080
H 0.3262 0.3294 2.1554 0.045
H -0.9341 -0.7298 1.5662 0.093
H -1.2700 -0.6545 -0.9711 0.102
H -0.4499 0.8029 -1.7726 0.108
H -0.3677 2.0438 0.3067 0.159

4.
113
Properties=species:S:1:pos:R:3:lowdin_charge:R:1 method="wB97M-V/def2-TZVPD" total_charge=-1 energy_ev=-85283.2006 gap_ev=7.32
Cs -1.1061 0.9747 -1.0580 1.128
C 2.7962 1.2828 -1.0487 -0.076
O 3.3875 0.3874 -0.1243 -0.205
C 3.3987 -0.9588 -0.5506 -0.186
C 1.9963 -1.5710 -0.6882 -0.201
O 1.1856 -1.3464 0.4484 -0.222
C 1.5893 -2.0870 1.5786 -0.099
H 3.4749 1.4720 -1.8903 0.099
H 2.5947 2.2010 -0.5049 0.069
H 1.8704 0.8819 -1.4513 0.031
H 3.9853 -1.4924 0.2023 0.116
H 3.9113 -1.0681 -1.5188 0.129
H 2.1169 -2.6503 -0.8669 0.118
H 1.4616 -1.1403 -1.5352 0.086
H 1.6676 -3.1542 1.3340 0.086
H 0.8293 -1.9397 2.3421 0.073
H 2.5542 -1.7400 1.9690 0.081
N -1.3809 -0.6244 2.7601 0.110
C -2.3232 -1.4765 3.3294 -0.321
C -2.5352 -1.4601 4.7085 -0.042
C -3.4251 -2.3382 5.2979 -0.100
C -4.1289 -3.2469 4.5178 -0.107
C -3.9209 -3.2689 3.1488 -0.097
C -3.0158 -2.4088 2.5369 -0.310
P -2.6883 -2.3933 0.7324 1.120
C -1.4754 -3.7601 0.5451 -0.372
C -0.7953 -3.7867 -0.6752 -0.098
C 0.1741 -4.7431 -0.9244 -0.092
C 0.4912 -5.6770 0.0556 -0.101
C -0.1662 -5.6455 1.2757 -0.097
C -1.1453 -4.6920 1.5215 -0.085
C -4.2302 -3.1528 0.0971 -0.374
C -4.3933 -4.4917 -0.2363 -0.090
C -5.6140 -4.9506 -0.7126 -0.094
C -6.6813 -4.0779 -0.8520 -0.101
C -6.5253 -2.7365 -0.5246 -0.084
C -5.3051 -2.2746 -0.0632 -0.091
H -1.1195 0.1444 3.3628 0.067
H -1.6559 -0.2803 1.8481 0.004
H -2.0014 -0.7351 5.3114 0.104
H -3.5808 -2.3036 6.3687 0.096
H -4.8372 -3.9247 4.9737 0.092
H -4.4774 -3.9701 2.5373 0.103
H -1.0201 -3.0281 -1.4180 0.107
H 0.6922 -4.7508 -1.8741 0.106
H 1.2572 -6.4205 -0.1270 0.096
H 0.0884 -6.3648 2.0438 0.097
H -1.6468 -4.6693 2.4815 0.101
H -3.5641 -5.1792 -0.1283 0.100
H -5.7318 -5.9948 -0.9758 0.097
H -7.6322 -4.4380 -1.2238 0.095
H -7.3528 -2.0505 -0.6441 0.101
H -5.1629 -1.2273 0.1770 0.098
N -3.5512 1.3607 1.0242 0.047
C -3.9612 2.3424 0.5436 -0.478
N -4.4212 3.4064 -0.0588 0.033
C -3.6939 4.4946 0.1035 -0.443
N -3.1309 5.5024 0.2112 0.078
O -0.0213 3.0407 0.4460 -0.472
P 0.8486 3.7903 1.3674 0.531
N 2.2014 2.9468 1.8115 -0.183
C 1.9397 1.6163 2.3990 -0.174
C 3.2783 1.2024 3.0110 -0.163
C 3.9497 2.5336 3.3256 -0.169
C 3.5568 3.3845 2.1204 -0.190
N -0.0429 4.0994 2.7469 -0.173
C 0.4708 4.5921 4.0189 -0.196
C -0.5369 4.1050 5.0837 -0.161
C -1.4074 3.0839 4.3495 -0.171
C -1.4182 3.6177 2.9245 -0.187
N 1.4063 5.2035 0.7042 -0.176
C 0.4997 5.7972 -0.3147 -0.184
C 0.8648 7.2774 -0.3088 -0.172
C 1.2681 7.5189 1.1410 -0.174
C 2.0768 6.2649 1.4592 -0.222
H 1.6157 0.9069 1.6329 0.098
H 1.1587 1.6961 3.1614 0.104
H 3.8541 0.6656 2.2582 0.099
H 3.1510 0.5680 3.8873 0.110
H 5.0308 2.4620 3.4415 0.108
H 3.5319 2.9615 4.2401 0.101
H 4.2232 3.1602 1.2787 0.118
H 3.6107 4.4532 2.3215 0.089
H 0.5306 5.6856 4.0467 0.100
H 1.4751 4.1982 4.1980 0.096
H -1.1517 4.9423 5.4160 0.105
H -0.0384 3.6891 5.9595 0.101
H -2.4077 2.9867 4.7671 0.113
H -0.9279 2.1029 4.3807 0.084
H -2.1345 4.4391 2.8279 0.114
H -1.6648 2.8654 2.1773 0.078
H -0.5476 5.6550 -0.0381 0.080
H 0.6581 5.3266 -1.2841 0.115
H 0.0325 7.9003 -0.6315 0.112
H 1.7166 7.4670 -0.9669 0.109
H 0.3752 7.5502 1.7692 0.115
H 1.8389 8.4355 1.2908 0.106
H 2.1110 6.0472 2.5256 0.086
H 3.1096 6.3831 1.1076 0.111
O -1.6223 -0.5952 -3.2555 -0.239
C -0.5462 -0.3876 -3.8662 -0.727
O 0.5670 -0.1180 -3.3544 -0.135
C -0.6148 -0.4619 -5.3869 -0.133
C 0.5292 -0.3095 -6.1568 -0.035
C 0.4609 -0.3855 -7.5405 -0.100
C -0.7572 -0.6114 -8.1655 -0.115
C -1.9062 -0.7626 -7.3992 -0.096
C -1.8325 -0.6899 -6.0170 -0.030
H 1.4665 -0.1289 -5.6496 0.107
H 1.3577 -0.2663 -8.1357 0.092
H -0.8108 -0.6689 -9.2455 0.090
H -2.8593 -0.9375 -7.8815 0.093
H -2.7101 -0.8088 -5.3971 0.110

5.
37
Properties=species:S:1:pos:R:3:lowdin_charge:R:1 method="wB97M-V/def2-TZVPD" energy_ev=-43083.9783 gap_ev=8.77
C 1.2763 1.3102 3.3190 -0.074
C 0.4095 1.2301 2.0980 -0.212
O 0.1880 2.5589 1.5705 -0.039
C -0.7190 2.5887 0.5610 -0.506
C -0.5768 3.7295 -0.4073 -0.245
C -1.0949 3.2693 -1.6578 -0.288
N -1.3844 2.9926 -2.7618 0.198
O -1.5493 1.7289 0.3093 0.123
H 1.4622 0.3050 3.7033 0.081
H 2.2504 1.7633 3.1207 0.079
H 0.8696 1.8904 4.1518 0.081
H 0.9243 0.6776 1.3029 0.135
H -0.5484 0.7568 2.3093 0.124
H 0.5155 4.1108 -0.4678 0.181
C -5.5896 3.0466 -0.4379 -0.084
C -4.9844 3.2314 0.8173 -0.076
C -3.8346 4.0307 0.9570 -0.065
C -3.2353 4.5367 -0.2085 -0.273
C -1.7621 4.9991 -0.1915 -0.794
S -1.4943 6.1311 -1.5581 0.967
C -0.2923 7.3283 -0.8747 -0.441
C -0.8343 7.8939 0.4457 -0.301
C -0.6269 6.9567 1.6216 -0.469
S -1.1062 5.2448 1.4233 1.005
C -3.9533 4.5589 -1.4275 -0.077
C -5.0820 3.7314 -1.5461 -0.075
H -6.4462 2.3561 -0.5405 0.108
H -5.4098 2.7563 1.7000 0.101
H -3.4856 4.2552 1.9853 0.095
H 0.6898 6.8345 -0.7739 0.084
H -0.2242 8.0698 -1.6942 0.080
H -0.2966 8.8376 0.6363 0.114
H -1.9109 8.1183 0.3330 0.115
H 0.4406 6.8250 1.8952 0.079
H -1.1454 7.3221 2.5261 0.077
H -3.6675 5.2131 -2.2817 0.083
H -5.5663 3.6207 -2.5271 0.110

6.
119
Properties=species:S:1:pos:R:3:lowdin_charge:R:1 method="wB97M-V/def2-TZVPD" total_charge=-2 energy_ev=-105949.4247 gap_ev=3.88
Sr -0.7388 0.6154 -1.0670 1.068
C -0.2116 -6.3723 -2.7383 -0.055
C 0.5871 -5.3820 -3.5414 -0.282
C 1.3236 -5.8563 -4.6233 -0.068
C 2.0559 -5.0043 -5.4346 -0.103
C 2.0559 -3.6438 -5.1737 -0.088
C 1.3433 -3.1595 -4.0888 -0.102
C 0.6118 -4.0091 -3.2600 -0.334
P -0.1863 -3.1713 -1.8304 1.126
C 0.2839 -4.3642 -0.4901 -0.311
C 1.6652 -4.5886 -0.4752 -0.141
C 2.2804 -5.3675 0.4838 -0.115
C 1.5144 -5.9288 1.4945 -0.103
C 0.1478 -5.7243 1.4900 -0.067
C -0.4967 -4.9676 0.5086 -0.260
C -1.9959 -4.8874 0.5880 -0.047
C -1.9437 -3.1783 -2.2671 -0.358
C -2.4544 -3.8821 -3.3546 -0.125
C -3.7619 -3.7279 -3.7763 -0.135
C -4.5718 -2.8101 -3.0907 -0.126
C -4.0880 -2.0923 -2.0274 -0.068
C -2.7532 -2.2430 -1.5555 -0.381
C -2.2451 -1.4821 -0.4827 -0.260
H -0.6203 -7.1401 -3.3980 0.079
H -1.0393 -5.9002 -2.2132 0.058
H 0.4129 -6.8630 -1.9885 0.085
H 1.3056 -6.9193 -4.8394 0.102
H 2.6164 -5.4039 -6.2711 0.090
H 2.6109 -2.9570 -5.7986 0.098
H 1.3540 -2.0984 -3.8731 0.013
H 2.2760 -4.1370 -1.2507 0.097
H 3.3514 -5.5183 0.4517 0.093
H 1.9767 -6.5222 2.2729 0.093
H -0.4618 -6.1789 2.2627 0.102
H -2.3900 -5.8016 1.0365 0.073
H -2.4540 -4.7538 -0.3864 0.063
H -2.3108 -4.0447 1.2034 0.084
H -1.8048 -4.5597 -3.9007 0.088
H -4.1360 -4.2802 -4.6281 0.075
H -5.5970 -2.6518 -3.4108 0.087
H -4.7237 -1.3735 -1.5227 0.104
H -1.4373 -1.9288 0.0885 0.002
H -2.9794 -0.9877 0.1461 0.042
C -0.6353 3.6325 3.1249 -0.109
C -0.8603 3.2483 1.6973 -0.303
O -0.7989 1.7693 1.5818 0.028
C -1.8244 3.9391 0.9136 -0.155
C -2.2534 5.2258 1.3131 -0.078
C -3.0778 6.0274 0.5271 -0.172
C -3.5571 5.5668 -0.6826 -0.168
C -3.1909 4.2782 -1.0924 -0.070
C -2.3527 3.4708 -0.3474 -0.393
O -1.9995 2.2772 -0.7950 -0.462
H 0.0600 2.9335 3.6004 0.066
H -1.5490 3.6676 3.7541 0.073
H -0.1767 4.6220 3.2087 0.066
H -1.9067 5.6210 2.2595 0.075
H -3.3479 7.0166 0.8860 0.072
H -4.2069 6.1755 -1.3003 0.067
H -3.5414 3.8743 -2.0353 0.098
C 1.9804 0.4766 2.1753 -0.322
C 3.1001 -0.3748 2.7819 -0.359
P 3.0880 -2.0372 1.9716 1.086
C 4.0755 -1.5396 0.5172 -0.399
C 3.4060 -1.3609 -0.6886 -0.109
C 4.0613 -0.8313 -1.7942 -0.078
C 5.4008 -0.4956 -1.7021 -0.098
C 6.0825 -0.6736 -0.5050 -0.103
C 5.4211 -1.1798 0.5984 -0.135
C 4.3064 -2.9716 2.9754 -0.377
C 4.1475 -3.0313 4.3631 -0.107
C 4.9625 -3.8327 5.1450 -0.104
C 5.9524 -4.6074 4.5544 -0.113
C 6.1121 -4.5702 3.1762 -0.098
C 5.2984 -3.7625 2.3979 -0.117
C 2.3191 1.9342 1.9751 -0.340
P 3.6595 2.1719 0.7254 1.099
C 2.7895 2.9404 -0.6882 -0.381
C 1.4541 3.3430 -0.6981 -0.111
C 0.9135 3.9463 -1.8273 -0.111
C 1.7008 4.1667 -2.9447 -0.162
C 3.0296 3.7614 -2.9455 -0.133
C 3.5639 3.1390 -1.8318 -0.133
C 4.4625 3.6613 1.4599 -0.365
C 5.7551 3.5425 1.9599 -0.118
C 6.3878 4.6217 2.5617 -0.112
C 5.7303 5.8388 2.6645 -0.114
C 4.4392 5.9719 2.1637 -0.091
C 3.8123 4.8926 1.5661 -0.073
H 1.0951 0.4009 2.8104 0.102
H 1.6537 0.0572 1.2211 0.077
H 2.9435 -0.4831 3.8569 0.069
H 4.0811 0.0903 2.6365 0.063
H 2.3593 -1.6345 -0.7729 0.072
H 3.5100 -0.6630 -2.7071 0.068
H 5.9105 -0.0775 -2.5603 0.098
H 7.1253 -0.3934 -0.4268 0.094
H 5.9494 -1.2811 1.5394 0.103
H 3.3674 -2.4541 4.8419 0.093
H 4.8189 -3.8561 6.2182 0.095
H 6.5896 -5.2367 5.1625 0.090
H 6.8761 -5.1724 2.7006 0.096
H 5.4403 -3.7412 1.3242 0.098
H 2.6492 2.3846 2.9158 0.095
H 1.4095 2.4691 1.6802 0.042
H 0.7911 3.2097 0.1596 0.064
H -0.1327 4.2248 -1.8182 0.109
H 1.2715 4.6192 -3.8290 0.098
H 3.6389 3.8977 -3.8294 0.094
H 4.5904 2.7906 -1.8470 0.089
H 6.2679 2.5918 1.8717 0.087
H 7.3946 4.5116 2.9454 0.090
H 6.2209 6.6844 3.1308 0.089
H 3.9209 6.9196 2.2391 0.098
H 2.8094 5.0017 1.1710 0.111
I 0.7313 0.9417 -3.7999 -0.077
F -1.4283 -0.3267 2.2341 0.208
B -1.6916 0.9908 2.1862 -0.930
F -2.8163 1.3794 2.7778 0.261

Summary of LUMO energy in eV
0.6; 0.5; 0.5; 1.9; 0.4; 3.7
(order as listed above)
Summary of highest occupied orbital energy in eV
-9.01; -7.75; -7.47; -5.39; -8.37; -0.20
(order as listed above)